# 1
The following is a quantum chemistry calculation of a 6-piece molecular cluster, C39H81F3NO overall at a distorted geometry, from the Open Molecules 2025 dataset.

Last column: Mulliken charge in e.
Geometry (Å):
F: 2.416 7.155 -4.219  -0.247
C: 2.685 5.697 -4.180  0.792
F: 2.814 5.125 -2.817  -0.197
F: 4.038 5.515 -4.828  -0.270
C: 1.470 4.982 -5.066  -0.478
O: 0.188 5.536 -4.598  -0.395
C: -0.364 4.786 -3.459  0.579
C: -1.154 5.763 -2.354  -0.865
N: -0.090 6.061 -1.279  0.329
C: 0.893 7.226 -1.423  -0.085
C: 2.082 7.539 -0.300  -0.441
C: 2.179 6.554 1.034  -0.252
C: 1.055 5.355 1.132  -0.480
C: -0.075 5.122 -0.064  -0.010
H: 1.527 3.811 -5.073  0.290
H: 1.659 5.342 -6.187  0.318
H: 0.439 4.127 -2.914  -0.297
H: -1.188 4.042 -3.889  0.290
H: -1.983 5.099 -1.862  0.329
H: -1.544 6.723 -2.896  0.344
H: 0.832 7.940 -2.353  0.361
H: 2.849 8.421 -0.448  0.368
H: 2.996 6.694 1.864  0.383
H: 1.062 4.640 2.072  0.334
H: -0.862 4.250 0.044  0.280
C: -0.808 -2.118 -1.631  -0.642
C: -0.738 -0.805 -0.868  -0.727
C: -0.751 0.427 -1.777  -0.230
C: 0.432 0.546 -2.743  0.023
C: 1.816 0.558 -2.089  -0.681
C: 2.034 1.744 -1.161  -0.777
H: 0.064 -2.256 -2.277  0.266
H: -0.837 -2.959 -0.930  -0.058
H: -1.709 -2.162 -2.251  0.338
H: 0.150 -0.798 -0.227  0.228
H: -1.603 -0.747 -0.196  0.399
H: -0.801 1.325 -1.150  -0.083
H: -1.677 0.423 -2.366  0.432
H: 0.310 1.466 -3.328  0.112
H: 0.395 -0.276 -3.467  0.055
H: 2.574 0.594 -2.881  0.428
H: 1.990 -0.374 -1.541  0.271
H: 1.904 2.688 -1.698  -0.096
H: 3.051 1.722 -0.756  0.449
H: 1.341 1.727 -0.315  0.233
C: 0.651 -5.585 0.286  -1.069
C: -0.547 -6.381 -0.203  0.052
C: -1.839 -6.061 0.555  -0.596
C: -1.821 -6.382 2.053  -0.914
C: -1.509 -7.838 2.410  0.452
C: -2.540 -8.823 1.879  -1.333
H: 0.891 -5.815 1.328  0.322
H: 1.534 -5.824 -0.317  0.393
H: 0.466 -4.509 0.203  0.109
H: -0.326 -7.452 -0.147  0.373
H: -0.705 -6.155 -1.265  -0.064
H: -2.667 -6.598 0.077  0.347
H: -2.065 -4.994 0.434  0.253
H: -2.798 -6.116 2.475  0.406
H: -1.092 -5.735 2.555  0.338
H: -1.476 -7.927 3.502  -0.314
H: -0.514 -8.117 2.048  0.252
H: -3.539 -8.586 2.259  0.303
H: -2.289 -9.839 2.199  0.397
H: -2.577 -8.819 0.786  0.335
C: -1.774 -2.401 -7.297  -1.374
C: -1.564 -2.766 -5.837  0.086
C: -0.351 -3.673 -5.606  -0.370
C: -0.418 -5.046 -6.282  -0.903
C: -1.626 -5.907 -5.906  -0.437
C: -1.672 -6.269 -4.428  -1.019
H: -1.983 -3.283 -7.908  0.304
H: -2.626 -1.720 -7.396  0.406
H: -0.891 -1.898 -7.705  0.308
H: -2.472 -3.233 -5.439  0.274
H: -1.418 -1.842 -5.264  0.047
H: -0.213 -3.805 -4.526  0.047
H: 0.550 -3.157 -5.962  0.420
H: 0.499 -5.597 -6.036  0.389
H: -0.406 -4.917 -7.370  0.334
H: -1.586 -6.835 -6.488  0.360
H: -2.558 -5.406 -6.189  0.251
H: -0.766 -6.807 -4.130  0.317
H: -2.531 -6.917 -4.227  0.410
H: -1.771 -5.381 -3.798  0.134
C: -1.450 -10.149 6.155  -1.174
C: -1.920 -8.849 6.786  -0.505
C: -0.792 -7.834 6.997  -0.452
C: 0.322 -8.278 7.950  -0.819
C: -0.131 -8.657 9.362  -0.367
C: -0.768 -7.503 10.122  -1.170
H: -0.737 -10.675 6.796  0.337
H: -2.302 -10.817 5.990  0.365
H: -0.973 -9.964 5.187  0.241
H: -2.426 -9.061 7.733  0.406
H: -2.673 -8.396 6.130  0.354
H: -1.229 -6.896 7.359  0.355
H: -0.341 -7.598 6.025  0.221
H: 1.058 -7.467 8.022  0.389
H: 0.857 -9.129 7.514  0.314
H: 0.744 -9.002 9.927  0.359
H: -0.827 -9.502 9.328  0.229
H: -0.075 -6.659 10.203  0.286
H: -1.034 -7.821 11.135  0.375
H: -1.682 -7.153 9.634  0.279
C: 2.748 14.662 2.057  -1.202
C: 2.793 13.162 2.302  -0.416
C: 2.922 12.341 1.016  -0.519
C: 1.759 12.478 0.028  -0.635
C: 0.379 12.119 0.583  -0.455
C: 0.263 10.667 1.021  -0.820
H: 1.872 14.949 1.471  0.282
H: 2.698 15.197 3.011  0.377
H: 3.645 14.998 1.527  0.296
H: 1.907 12.854 2.866  0.235
H: 3.656 12.940 2.941  0.365
H: 3.049 11.286 1.285  0.182
H: 3.847 12.631 0.501  0.389
H: 1.967 11.840 -0.841  0.329
H: 1.726 13.504 -0.356  0.330
H: -0.368 12.306 -0.198  0.356
H: 0.118 12.777 1.419  0.264
H: 0.481 9.990 0.190  0.001
H: -0.753 10.459 1.369  0.418
H: 0.948 10.438 1.843  0.258

- Gap between HOMO and LUMO: 6.856 eV
- Net charge: +1
- Lowest unoccupied orbital energy: -4.967 eV

---

# 2
The following is a quantum chemistry calculation of a 2-piece molecular cluster, C28H35NO4 overall at a distorted geometry, from the Open Molecules 2025 dataset.

Last column: Mulliken charge in e.
Geometry (Å):
C: -2.678 5.744 3.241  -1.307
C: -2.221 4.278 3.117  -0.203
C: -1.898 3.939 1.666  -0.455
C: -1.660 2.471 1.204  -0.794
C: -0.378 1.849 1.589  0.980
C: -0.408 0.637 2.426  0.148
O: 0.537 0.194 3.045  -0.733
O: -1.653 0.041 2.476  -0.281
C: -1.806 -1.038 3.455  -0.344
C: -3.034 -1.861 3.121  -1.051
C: 0.778 2.743 1.797  0.022
O: 1.530 2.774 2.758  -0.666
O: 0.853 3.721 0.843  -0.272
C: 1.942 4.658 1.035  -0.259
C: 1.957 5.698 -0.063  -1.205
H: -2.989 5.974 4.264  0.387
H: -1.872 6.434 2.971  0.301
H: -3.526 5.938 2.576  0.322
H: -1.374 4.113 3.803  0.289
H: -3.016 3.608 3.459  0.297
H: -2.745 4.270 1.046  0.505
H: -1.013 4.522 1.383  -0.025
H: -2.404 1.782 1.611  0.363
H: -1.796 2.478 0.107  0.222
H: -0.910 -1.678 3.441  0.290
H: -1.907 -0.591 4.462  0.369
H: -3.042 -2.772 3.734  0.371
H: -3.960 -1.314 3.344  0.333
H: -3.015 -2.148 2.059  0.154
H: 1.826 5.156 2.017  0.255
H: 2.897 4.097 1.024  0.373
H: 2.924 6.203 -0.060  0.383
H: 1.810 5.233 -1.035  0.290
H: 1.213 6.480 0.083  0.290
C: 5.417 -1.647 -0.704  -0.866
N: 4.024 -1.913 -1.029  0.189
C: 2.973 -1.380 -0.367  -1.137
C: 1.754 -1.799 -0.940  0.297
C: 0.482 -1.335 -0.598  -0.257
C: -0.664 -1.927 -1.277  0.390
C: -0.758 -1.861 -2.689  -1.072
C: -1.838 -2.391 -3.380  -0.416
C: -2.804 -3.139 -2.692  1.212
C: -3.915 -3.794 -3.481  -1.404
C: -2.676 -3.312 -1.299  -0.818
C: -1.649 -2.694 -0.615  -0.491
C: 2.155 -2.777 -1.998  0.786
C: 1.507 -3.663 -2.864  0.068
C: 2.251 -4.390 -3.812  -0.873
C: 3.633 -4.222 -3.914  -0.601
C: 4.332 -3.404 -3.011  -0.968
C: 3.570 -2.735 -2.063  0.240
H: 6.040 -2.160 -1.433  0.268
H: 5.606 -0.567 -0.738  0.350
H: 5.686 -1.995 0.303  0.328
H: 3.134 -0.715 0.471  0.755
H: 0.387 -0.630 0.242  0.440
H: 0.042 -1.374 -3.237  0.541
H: -1.885 -2.297 -4.476  0.383
H: -4.620 -4.295 -2.804  0.355
H: -4.448 -3.015 -4.048  0.344
H: -3.553 -4.539 -4.217  0.295
H: -3.363 -4.002 -0.786  0.310
H: -1.540 -2.813 0.469  0.578
H: 0.438 -3.801 -2.786  0.413
H: 1.724 -5.081 -4.475  0.417
H: 4.185 -4.728 -4.718  0.359
H: 5.413 -3.239 -3.034  0.235

- Gap between HOMO and LUMO: 3.266 eV
- Energy relative to the best compared isomer or geometry (same formula, charge and spin): 227.6 kJ/mol
- Net charge: 0
- Lowest unoccupied orbital energy: -2.312 eV

---

# 3
The following is a quantum chemistry calculation of C41H44IrN3O3P2Si as an isolated structure, from the Open Molecules 2025 dataset.

Last column: Mulliken spin population.
Geometry (Å):
Ir: -0.455 -0.303 -0.208  0.867
N: 1.701 1.475 -1.108  -0.020
P: 1.843 -0.181 -0.751  0.029
C: 2.404 -1.030 -2.226  -0.004
C: 1.527 -1.831 -2.953  0.019
C: 1.940 -2.406 -4.146  0.005
C: 3.228 -2.183 -4.611  0.001
C: 4.109 -1.387 -3.887  0.000
C: 3.701 -0.813 -2.695  0.000
C: 3.182 -0.270 0.449  -0.006
C: 3.548 0.868 1.169  0.002
C: 4.604 0.816 2.066  0.000
C: 5.297 -0.371 2.252  0.000
C: 4.942 -1.505 1.531  0.000
C: 3.894 -1.458 0.627  0.003
P: 0.063 1.817 -0.977  0.023
C: -0.121 3.329 -0.041  -0.002
C: -0.657 4.499 -0.571  0.002
C: -0.704 5.645 0.212  0.000
C: -0.212 5.629 1.507  0.001
C: 0.336 4.464 2.035  0.001
C: 0.379 3.319 1.262  -0.011
C: -0.650 2.055 -2.603  -0.026
C: -1.963 2.514 -2.718  0.020
C: -2.537 2.665 -3.968  -0.003
C: -1.810 2.339 -5.108  0.004
C: -0.510 1.866 -4.996  0.000
C: 0.076 1.726 -3.745  0.011
H: 2.428 2.117 -1.401  0.000
H: 0.520 -2.002 -2.589  -0.010
H: 1.258 -3.021 -4.717  0.000
H: 3.550 -2.629 -5.542  0.000
H: 5.113 -1.218 -4.253  0.000
H: 4.397 -0.205 -2.126  0.000
H: 3.026 1.805 1.022  0.000
H: 4.899 1.708 2.603  0.000
H: 6.129 -0.409 2.943  0.000
H: 5.501 -2.421 1.659  0.000
H: 3.642 -2.333 0.045  0.000
H: -1.011 4.537 -1.595  0.000
H: -1.111 6.558 -0.202  0.000
H: -0.242 6.530 2.106  0.000
H: 0.738 4.462 3.040  0.000
H: 0.819 2.415 1.649  0.008
H: -2.532 2.779 -1.833  0.002
H: -3.545 3.049 -4.061  0.000
H: -2.256 2.465 -6.086  0.000
H: 0.055 1.618 -5.884  0.000
H: 1.091 1.358 -3.667  -0.002
C: -2.515 -1.064 -2.520  0.061
Si: -3.585 -0.613 -1.062  -0.005
C: -4.336 -2.120 -0.286  0.002
C: -4.817 0.736 -1.430  0.000
N: -2.397 -0.050 0.293  -0.002
C: -2.784 0.354 1.474  -0.019
C: -4.168 0.625 1.815  0.009
C: -4.529 0.879 3.091  -0.016
C: -3.542 0.883 4.118  -0.026
C: -2.209 0.642 3.874  -0.003
C: -1.803 0.421 2.564  -0.040
O: -0.544 0.214 2.207  0.107
C: 0.406 -0.256 3.187  0.005
C: 0.426 -1.614 3.428  -0.011
C: 1.364 -2.098 4.329  -0.001
C: 2.249 -1.227 4.951  0.001
C: 2.197 0.133 4.685  0.000
C: 1.262 0.639 3.789  -0.002
H: -2.687 -0.391 -3.359  0.000
H: -2.762 -2.081 -2.836  0.003
H: -1.433 -1.050 -2.333  -0.011
H: -5.061 -2.524 -0.999  0.000
H: -4.867 -1.922 0.645  0.000
H: -3.581 -2.885 -0.104  0.000
H: -4.804 0.958 -2.497  -0.001
H: -4.637 1.673 -0.901  0.000
H: -5.826 0.400 -1.179  0.000
H: -4.909 0.617 1.029  0.001
H: -5.561 1.079 3.345  -0.001
H: -3.852 1.088 5.135  0.000
H: -1.485 0.646 4.677  -0.002
H: -0.273 -2.270 2.924  0.000
H: 1.400 -3.156 4.551  0.000
H: 2.977 -1.611 5.652  0.000
H: 2.881 0.809 5.179  0.000
H: 1.197 1.693 3.589  -0.001
N: 0.884 -5.572 0.194  0.000
C: -0.338 -4.704 0.251  0.000
C: 0.152 -3.247 0.174  0.014
O: -0.781 -2.396 0.062  0.021
O: 1.358 -3.051 0.236  0.000
H: 0.997 -6.032 -0.710  0.000
H: 0.909 -6.291 0.918  0.000
H: 1.667 -4.897 0.319  0.000
H: -0.854 -4.876 1.193  0.000
H: -1.010 -4.946 -0.567  0.000

- Gap between HOMO and LUMO (spin up / spin down): 5.428 / 5.402 eV
- 2S+1: 2
- Expectation value of S²: 0.78
- Energy relative to the best compared isomer or geometry (same formula, charge and spin): 66.1 kJ/mol
- Net charge: +3
- Lowest unoccupied orbital energy (spin up / spin down): -10.566 / -10.591 eV

---

| no. | DFT total energy (eV) |
| --- | --- |
| 1 | -53431.9122 |
| 2 | -39280.9534 |
| 3 | -83117.6103 |